{"formula": "C38H36N8O4SeSr", "method": "the ωB97M-V functional and the def2-TZVPD basis", "gap_ev": 6.78, "lumo_energy_ev": -0.1533, "e_above_lowest_ev": 0.927, "elements": ["H", "C", "H", "C", "C", "H", "C", "C", "H", "H", "H", "Sr", "Se", "C", "H", "H", "C", "N", "N", "C", "C", "H", "H", "H", "H", "C", "H", "C", "C", "H", "H", "H", "C", "O", "N", "H", "H", "O", "C", "C", "C", "C", "C", "H", "C", "C", "C", "H", "C", "N", "H", "C", "H", "N", "C", "C", "N", "H", "N", "C", "H", "H", "C", "H", "O", "C", "N", "H", "C", "C", "C", "H", "C", "H", "O", "H", "H", "C", "H", "C", "C", "H", "C", "H", "H", "C", "H", "C"], "coordinates": [[3.6483, -1.6104, -3.9049], [-3.4144, -2.2698, -5.9304], [-4.0733, -2.9704, -5.4137], [3.3172, 2.5692, -2.0601], [-1.2449, -1.5159, -4.9601], [-0.0654, 4.8836, -3.5846], [0.4433, -5.7315, -5.3597], [2.6256, 3.3171, -1.0531], [-3.0323, -1.6818, -2.1610], [-2.3565, 4.0093, 1.6449], [6.3664, 0.9381, 4.9175], [0.2153, 1.0323, -0.1140], [-1.6570, 0.2229, -4.5698], [-0.0893, -3.4483, -5.0498], [0.7166, -1.5655, -4.3374], [-1.4247, -5.6333, -2.5275], [-1.3623, 5.0552, -0.4626], [-1.4429, -2.1126, -0.9331], [1.9718, 0.4356, -1.9294], [-0.7968, 5.4970, -1.6475], [3.4324, 1.4524, 3.3289], [4.8079, 2.7762, 4.2993], [-1.4278, 2.5535, 1.5472], [5.8550, -1.3927, 4.2437], [-3.1285, -3.9241, -3.2064], [0.4432, -2.7012, 0.5006], [-3.3548, 1.2567, -0.9804], [2.1001, -0.8045, -2.5116], [4.5869, 1.7527, 4.0239], [1.1404, -6.5563, -5.2894], [-1.1031, -6.9597, -6.1913], [4.8594, 2.6557, -3.5805], [4.0696, 5.2263, -1.5790], [-2.2539, 0.3048, 0.4941], [0.6851, -1.4882, 0.8181], [-1.5730, 5.7472, 0.3431], [-3.4972, -2.4229, -7.0065], [3.8464, -2.1654, 2.9119], [1.8428, -0.0748, 2.2065], [-1.7630, -4.9354, -5.9838], [0.8396, -4.4688, -4.9395], [-1.3647, -3.6778, -5.5619], [-0.5440, -3.0336, -0.5391], [-2.7539, -5.1134, -6.3822], [-2.3260, -2.4531, -1.8699], [-1.4379, -4.6479, -2.0778], [3.1238, 0.1444, 2.9489], [1.4120, -1.6031, -2.2725], [2.9870, 1.1774, -2.3600], [-1.3827, 2.8300, -1.2813], [4.5870, 0.7314, -3.6584], [-2.3740, -3.7046, -2.4633], [4.3588, 6.2530, -1.3811], [-2.0473, -2.4678, -5.5025], [-3.4731, 2.3412, 0.8862], [-2.1722, 3.1480, 1.0005], [3.7391, 0.4270, -3.2192], [-4.3051, 0.4637, 0.2909], [-0.0546, -2.1052, -4.7081], [5.4591, 0.7225, 4.3651], [-4.2521, 2.9679, 0.4430], [1.0166, -3.5178, 0.9361], [4.3426, 3.1924, -2.7921], [1.8286, -4.2949, -4.5346], [1.0120, 0.8661, 2.1436], [-0.5259, 4.5832, -2.6531], [1.7238, -1.3005, 1.6749], [2.7295, 2.2286, 3.0540], [-0.8328, -5.9612, -5.8721], [-0.5176, -4.3104, -1.0988], [-0.8438, 3.2572, -2.4233], [-0.5583, 6.5452, -1.7778], [5.1839, -0.5791, 3.9977], [0.2226, -5.0262, -0.7634], [1.6652, 2.8397, -0.3526], [5.5226, 4.9374, -3.1579], [-3.8005, 2.1086, 1.9022], [4.7289, 4.4944, -2.5718], [-0.6473, 2.4893, -3.1647], [3.1971, -0.8324, -3.3117], [-1.6247, 3.6998, -0.2953], [2.5416, 5.2194, -0.0772], [3.0560, 4.6595, -0.8496], [3.0568, -2.1649, 2.3082], [-3.6961, -1.2498, -5.6839], [4.0294, -0.8836, 3.2734], [-2.1641, -0.5426, 0.0076], [-3.4022, 1.0471, 0.0896]], "forces_ev_per_angstrom": [[-0.02, 0.04, 0.03], [0.02, -0.04, 0.01], [0.01, 0.02, -0.01], [-0.01, 0.15, -0.02], [-0.11, 0.24, 0.08], [-0.02, -0.01, 0.03], [0.05, 0.00, 0.02], [0.09, -0.04, -0.12], [0.03, 0.00, -0.01], [-0.05, -0.08, 0.11], [-0.02, 0.00, -0.01], [-0.16, -0.20, -0.13], [-0.04, -0.07, -0.03], [0.13, 0.02, -0.01], [0.02, -0.10, 0.04], [0.00, 0.02, -0.01], [0.01, 0.00, 0.09], [0.08, -0.01, 0.04], [-0.03, 0.12, 0.10], [-0.02, 0.00, 0.03], [-0.06, -0.01, 0.03], [0.00, -0.04, -0.01], [0.03, 0.04, -0.17], [-0.01, 0.03, 0.00], [0.02, -0.02, 0.01], [-0.08, 0.18, -0.31], [0.02, 0.01, -0.02], [0.08, -0.07, 0.06], [0.00, 0.05, 0.00], [-0.01, 0.02, 0.00], [0.00, 0.03, 0.01], [-0.02, -0.02, 0.00], [-0.05, 0.05, 0.06], [0.19, -0.03, -0.02], [0.04, 0.31, 0.18], [0.01, -0.01, -0.02], [-0.01, 0.00, 0.00], [0.01, -0.01, -0.10], [0.26, 0.13, 0.35], [-0.02, 0.02, 0.00], [0.01, 0.04, 0.01], [-0.04, -0.01, -0.04], [-0.13, 0.05, 0.09], [0.03, 0.01, 0.01], [0.02, 0.03, 0.05], [0.08, -0.03, 0.11], [-0.08, 0.00, 0.05], [0.06, 0.01, 0.02], [-0.08, -0.10, -0.17], [0.12, -0.21, 0.07], [0.03, -0.01, -0.01], [-0.05, 0.05, -0.03], [0.00, -0.03, -0.02], [0.00, -0.08, 0.00], [0.00, 0.01, 0.07], [-0.07, 0.24, 0.01], [-0.01, -0.01, 0.13], [-0.04, 0.00, -0.02], [0.03, -0.03, -0.02], [0.01, -0.02, 0.02], [0.00, -0.02, -0.02], [0.04, 0.00, 0.01], [-0.01, 0.03, 0.02], [-0.03, 0.00, -0.01], [-0.01, -0.32, -0.14], [-0.02, 0.00, -0.01], [0.10, -0.29, -0.08], [0.02, -0.02, 0.00], [-0.06, -0.03, -0.02], [-0.05, -0.08, -0.10], [0.00, 0.11, -0.01], [0.00, -0.02, 0.00], [-0.01, -0.02, -0.01], [-0.01, 0.03, 0.00], [-0.05, -0.04, -0.06], [-0.01, 0.00, 0.01], [0.03, -0.01, 0.01], [0.02, -0.04, -0.03], [0.04, 0.06, -0.03], [-0.05, -0.02, -0.06], [-0.04, 0.00, -0.17], [0.00, -0.03, -0.01], [0.00, -0.02, -0.02], [-0.08, -0.02, 0.15], [-0.01, 0.01, 0.00], [0.01, 0.05, -0.07], [-0.11, 0.12, 0.13], [0.03, -0.09, -0.10]]}

---

{"formula": "C38H37AuNOSb", "method": "the ωB97M-V functional and the def2-TZVPD basis", "gap_ev": [6.01, 5.98], "lumo_energy_ev": [-7.7550, -8.0821], "e_above_lowest_ev": 1.604, "charge": 2, "elements": ["C", "H", "C", "H", "H", "C", "C", "C", "Sb", "C", "H", "C", "C", "H", "C", "H", "H", "C", "C", "C", "H", "O", "H", "H", "C", "H", "C", "H", "C", "C", "C", "C", "C", "H", "H", "H", "H", "H", "H", "H", "C", "H", "C", "C", "C", "C", "N", "C", "C", "C", "H", "H", "C", "C", "Au", "H", "H", "H", "H", "H", "C", "H", "H", "C", "C", "C", "H", "C", "C", "H", "H", "C", "H", "H", "C", "H", "H", "C", "H"], "coordinates": [[-6.9672, 0.2479, 0.7018], [0.1150, 6.2477, 1.4991], [-3.5342, 2.0666, -3.2096], [-2.8980, 4.8026, 1.4094], [-3.3590, 5.9627, -0.7410], [0.5963, 5.4634, -2.4729], [-0.0188, 2.8783, 1.7321], [-3.2394, 4.8865, -0.7156], [-2.8158, 0.0576, -0.2792], [-3.5835, -1.4909, 2.7488], [1.5712, -2.4066, -0.1675], [-4.6114, -0.2221, 0.8030], [-6.0320, -0.9600, 2.5632], [4.0498, -2.6513, -0.0417], [-2.9664, 2.1266, -0.6865], [-7.8174, 0.6812, 0.1921], [-0.2491, -0.6947, -2.5320], [-0.3205, 1.8436, 4.0276], [0.6494, 4.0918, -2.8086], [-0.5845, -0.5443, 4.2220], [0.5793, 2.0754, -2.1044], [1.5675, -0.7061, -1.2998], [-2.6335, 2.3641, 1.4375], [0.8015, 3.8046, -3.8413], [0.5252, 3.1293, -1.8470], [-5.2015, -3.7923, -2.6593], [2.2280, -1.9647, -0.9136], [-8.1095, -0.4855, 2.3611], [-7.1265, -0.4060, 1.9155], [3.6115, -1.7105, -0.3767], [-3.0656, -1.2769, -1.8887], [-0.4928, 0.7073, 4.8094], [-5.7027, 0.3440, 0.1437], [-0.7144, -1.4276, 4.8342], [-3.6258, 4.6633, -2.8042], [-6.1720, -1.4673, 3.5099], [0.4027, 6.8917, -0.9001], [-0.5382, 0.8020, 5.8860], [-0.6915, -0.3663, -4.1951], [-0.2147, 2.8078, 4.5083], [-2.2380, -1.2942, -3.0221], [-1.3228, 0.6581, -2.9098], [-4.7500, -0.8806, 2.0236], [0.4281, 5.8433, -1.1731], [0.2926, 4.8698, -0.1545], [-3.2668, 2.7595, -1.8993], [0.1770, 2.5503, 0.4640], [-2.5383, -2.2024, -4.0283], [-2.9772, 4.2410, 0.4876], [-0.5382, -0.6775, 2.8327], [3.5890, -1.0266, 0.4733], [-2.8674, -0.7229, 3.0478], [0.1239, 5.2037, 1.2065], [-2.8341, 2.8682, 0.4948], [0.2460, 0.3523, 0.1675], [-3.9077, -2.0079, 3.6498], [2.1886, -0.1740, -1.8132], [-3.0611, -2.2199, 2.1225], [-3.8067, -3.7906, -4.7050], [-3.6463, 0.9894, -3.1150], [0.3295, 3.5027, -0.5014], [-4.7290, -2.1926, -0.8568], [-0.6308, -1.6541, 2.3745], [-0.2510, 1.7413, 2.6429], [-1.0651, -0.3700, -3.1714], [-3.3832, 4.1528, -1.8788], [2.2307, -2.6030, -1.7955], [-4.1071, -2.1961, -1.7438], [-4.3788, -3.0978, -2.7603], [4.2689, -1.3020, -1.1469], [0.7037, 6.2082, -3.2497], [-0.0311, 4.2230, 2.1431], [-2.7353, 2.2658, -3.9272], [-0.1811, 4.4686, 3.1843], [-3.5973, -3.0936, -3.9041], [-1.9320, -2.2152, -4.9259], [-4.4547, 2.4522, -3.6488], [-0.3785, 0.4660, 2.0824], [-5.5803, 0.8618, -0.8029]], "forces_ev_per_angstrom": [[0.00, -0.04, 0.02], [-0.01, -0.03, -0.02], [0.02, -0.03, 0.04], [-0.02, -0.02, -0.03], [0.01, -0.03, 0.00], [-0.01, -0.01, 0.01], [0.03, -0.03, -0.03], [-0.02, -0.01, -0.02], [0.70, 0.01, -0.14], [-0.07, 0.12, -0.02], [-0.02, 0.01, 0.00], [0.03, 0.07, 0.23], [-0.04, 0.01, -0.02], [0.00, 0.01, -0.02], [-0.07, 0.07, -0.09], [0.02, -0.01, 0.00], [0.08, -0.04, 0.04], [0.02, 0.00, 0.02], [0.02, 0.00, -0.03], [0.09, 0.00, 0.02], [-0.06, 0.03, 0.00], [0.09, 0.10, -0.03], [-0.08, 0.01, -0.05], [-0.01, 0.01, 0.01], [-0.01, -0.03, 0.01], [0.01, 0.00, 0.01], [-0.05, 0.09, -0.01], [0.02, 0.00, 0.00], [0.03, 0.00, -0.01], [0.04, -0.02, 0.02], [0.08, -0.18, -0.05], [0.03, -0.04, -0.03], [0.07, 0.07, -0.01], [0.03, 0.01, 0.00], [0.01, -0.02, 0.02], [0.01, 0.00, -0.02], [0.00, -0.03, -0.01], [-0.01, 0.00, -0.02], [-0.05, 0.01, 0.00], [0.01, -0.03, -0.01], [-0.12, 0.11, 0.02], [0.00, 0.07, 0.04], [0.00, -0.12, -0.02], [0.02, 0.02, 0.02], [-0.02, 0.08, -0.03], [0.01, -0.02, 0.06], [0.48, 0.29, 0.05], [-0.03, -0.05, 0.01], [-0.06, 0.00, -0.01], [0.18, 0.06, 0.08], [-0.01, -0.02, -0.01], [-0.23, -0.08, -0.05], [0.07, 0.00, 0.01], [-0.10, -0.03, -0.02], [-0.96, -0.55, 0.04], [-0.03, -0.02, -0.01], [0.06, -0.02, 0.01], [0.01, 0.01, -0.03], [0.00, 0.01, 0.01], [0.00, -0.05, 0.03], [-0.01, -0.08, 0.12], [0.01, -0.01, -0.02], [-0.02, 0.06, 0.02], [-0.06, 0.05, -0.05], [-0.06, -0.01, -0.05], [0.01, 0.04, 0.03], [0.03, 0.00, -0.01], [-0.01, 0.10, 0.01], [0.00, -0.02, -0.01], [-0.02, 0.01, 0.01], [0.00, -0.01, 0.01], [-0.03, 0.01, 0.01], [0.01, -0.01, 0.01], [0.01, 0.02, -0.02], [0.03, 0.00, -0.01], [0.00, 0.00, 0.01], [0.01, 0.01, 0.01], [-0.06, 0.09, -0.09], [0.00, 0.00, 0.03]]}

---

What is the formula in the first record?
C38H36N8O4SeSr

---

Number 2 is which compound?
C38H37AuNOSb